DFT (ωB97M-V/def2-TZVPD) results for the ion CH3N5O with charge +2.

Each line ends with the Löwdin charge.
Element x y z (Å)
N (0.521, 2.169, -2.099)  0.525
N (0.565, 1.334, -1.375)  0.069
N (0.728, 0.493, -0.473)  0.196
C (-0.276, -0.121, 0.291)  -0.238
N (0.210, -1.260, 0.792)  0.247
N (-1.555, 0.145, 0.227)  0.178
O (-2.508, 0.512, 0.727)  0.396
H (1.695, 0.345, -0.222)  0.233
H (0.661, -1.952, 0.296)  0.120
H (-0.041, -1.664, 1.837)  0.274

Summary:
Lowest unoccupied orbital energy (alpha / beta), eV: -12.48 / -12.49
Energy, a.u.: -387.93740
HOMO (alpha / beta), eV: -20.943 / -20.949
Relative energy (zero: lowest compared OMol25 entry of this formula, charge and spin), kJ/mol: 188.2
Charge: +2